1.
{
  "formula": "C8H15NO",
  "method": "the ωB97M-V functional and the def2-TZVPD basis",
  "elements": ["C", "C", "C", "C", "N", "C", "O", "C", "C", "C", "H", "H", "H", "H", "H", "H", "H", "H", "H", "H", "H", "H", "H", "H", "H"],
  "xyz": [[1.4355, 0.7356, 1.7829], [0.3459, 0.6614, 0.8335], [0.5264, 1.4460, -0.5320], [-0.9593, 1.1978, 1.4423], [0.1335, -0.7543, 0.5619], [-0.6217, -1.7970, 0.8002], [-1.1756, -2.3553, 1.6866], [-0.5022, -1.6739, -0.6838], [0.5606, -2.3102, -1.4936], [-1.7419, -1.1398, -1.4540], [1.3091, 0.1519, 2.7148], [2.3763, 0.5636, 1.3211], [1.4128, 1.7609, 2.0545], [0.4758, 2.4682, -0.2979], [-0.2005, 1.2104, -1.3059], [1.5012, 1.2496, -0.8801], [-1.8103, 1.1704, 0.8349], [-1.1627, 0.4074, 2.1911], [-0.9329, 2.0879, 1.9033], [0.7131, -1.6949, -2.4813], [0.0888, -3.2759, -1.9128], [1.5613, -2.4923, -0.9460], [-2.6425, -0.9766, -0.8197], [-1.8237, -1.9570, -2.1776], [-1.6138, -0.1593, -1.8756]],
  "lowdin_charge": [-0.041, -0.566, 0.012, -0.015, 0.143, -0.505, 0.105, -0.294, -0.069, -0.013, 0.117, 0.082, 0.080, 0.066, 0.067, 0.064, 0.069, 0.104, 0.043, 0.109, 0.102, 0.113, 0.097, 0.081, 0.050],
  "smiles": "CC(C)(C)N1C(=O)C1(C)C",
  "homo_ev": -9.084,
  "e_above_lowest_ev": 3.157,
  "e_lumo_ev": 0.716,
  "gap_ev": 9.80
}


2.
{
  "formula": "C8H15NO2P2",
  "method": "the ωB97M-V functional and the def2-TZVPD basis",
  "elements": ["C", "P", "P", "C", "C", "O", "C", "C", "C", "C", "C", "N", "O", "H", "H", "H", "H", "H", "H", "H", "H", "H", "H", "H", "H", "H", "H", "H"],
  "xyz": [[-1.9801, 3.7612, -2.1082], [-3.0630, 2.5011, -2.0159], [-1.7398, 0.8176, -2.4756], [-2.7653, -0.4711, -2.9279], [-0.6831, 0.5559, -1.1135], [0.0261, -0.6033, -1.1157], [1.2826, -0.5901, -0.4841], [1.1798, -0.9043, 1.0252], [2.5814, -1.2168, 1.5665], [0.2405, -2.0990, 1.2193], [0.7213, 0.3541, 1.7800], [0.1598, 0.1287, 2.9874], [0.9266, 1.4754, 1.3645], [-2.3192, 4.7676, -1.9289], [-0.9323, 3.6357, -2.3312], [-3.5025, -0.1859, -3.6671], [-2.2574, -1.3989, -3.1466], [-0.1559, 1.4366, -0.7534], [1.8702, -1.3753, -0.9721], [1.7854, 0.3741, -0.6222], [2.5278, -1.4731, 2.6219], [3.2288, -0.3502, 1.4571], [3.0199, -2.0525, 1.0263], [0.5006, -2.8844, 0.5125], [0.3204, -2.5167, 2.2211], [-0.7902, -1.8085, 1.0271], [-0.0547, -0.7972, 3.3117], [-0.1275, 0.9195, 3.5416]],
  "lowdin_charge": [-0.447, 0.686, 0.634, -0.353, -0.379, -0.164, -0.162, -0.450, -0.026, -0.034, -0.512, 0.190, 0.054, -0.027, -0.019, -0.037, -0.029, 0.053, 0.139, 0.135, 0.086, 0.095, 0.089, 0.095, 0.079, 0.093, 0.093, 0.118],
  "smiles": "C=PP(=C)=COCC(C)(C)C(N)=O",
  "homo_ev": [-6.916, -6.890],
  "e_above_lowest_ev": 1.971,
  "e_lumo_ev": [0.026, -0.046],
  "gap_ev": [6.94, 6.84]
}


3.
{
  "formula": "C8H15NO2S",
  "method": "the ωB97M-V functional and the def2-TZVPD basis",
  "elements": ["C", "C", "C", "C", "C", "C", "C", "C", "N", "O", "O", "S", "H", "H", "H", "H", "H", "H", "H", "H", "H", "H", "H", "H", "H", "H", "H"],
  "xyz": [[0.2257, -2.0710, -1.5623], [1.3419, -2.2502, 0.8866], [2.4781, -2.3981, -0.1203], [1.2054, -1.7474, -0.5012], [-2.3269, 1.3591, -0.4120], [-0.8440, 0.3964, 1.5814], [-0.5266, 2.7904, 0.5064], [-0.9116, 1.3330, 0.2753], [-0.0084, 0.9604, -0.7490], [-0.9676, -1.9289, -1.3523], [2.1739, 0.4880, -1.8715], [1.5280, 0.3063, -0.5680], [0.6321, -2.2441, -2.5770], [0.7383, -3.0980, 1.3083], [1.4291, -1.4433, 1.7088], [3.3198, -1.7156, 0.0082], [2.7052, -3.3153, -0.6327], [-2.5793, 0.4749, -1.1418], [-3.1251, 1.3983, 0.3234], [-2.2828, 2.2323, -1.0888], [0.1594, -0.0015, 1.8556], [-1.5118, -0.4331, 1.5048], [-1.2365, 1.0623, 2.4387], [-0.1971, 3.1848, -0.4815], [-1.2896, 3.4142, 0.9500], [0.3483, 2.8683, 1.2222], [-0.4778, 0.3776, -1.5112]],
  "lowdin_charge": [-0.235, -0.126, -0.114, -0.448, -0.035, -0.019, -0.077, -0.648, -0.245, 0.033, -0.484, 0.978, 0.137, 0.125, 0.101, 0.099, 0.105, 0.111, 0.076, 0.082, 0.041, 0.060, 0.105, 0.096, 0.073, 0.098, 0.110],
  "homo_ev": -8.936,
  "e_above_lowest_ev": 2.689,
  "e_lumo_ev": 0.092,
  "gap_ev": 9.03
}


4.
{
  "formula": "C8H15NOS2",
  "method": "the ωB97M-V functional and the def2-TZVPD basis",
  "elements": ["C", "C", "C", "C", "C", "C", "C", "C", "H", "H", "H", "H", "H", "H", "H", "H", "H", "H", "H", "H", "H", "H", "H", "N", "O", "S", "S"],
  "xyz": [[-1.1110, -2.4810, -1.1546], [-1.8731, -1.6666, -0.1305], [-1.6192, -1.7321, 1.3066], [-0.2801, 0.6318, -0.2323], [-0.1797, 2.0832, 0.0199], [1.2653, 2.3481, 0.4655], [2.4233, 1.8646, -0.4677], [2.7823, -0.6625, -0.1463], [-0.0111, -1.6776, -1.4238], [-1.8490, -2.4175, -2.0878], [-0.5820, -3.6890, -0.7635], [-2.8866, -1.9280, -0.4640], [-2.7453, -1.3649, 1.9599], [-1.3523, -2.9809, 1.6868], [-0.5799, -0.9002, 1.5331], [0.4429, 0.1489, 0.7222], [0.5948, 0.4223, -0.9834], [-0.7823, 2.2708, 1.1799], [-0.7637, 2.7170, -0.8473], [1.3137, 2.0341, 1.5479], [1.4458, 3.5208, 0.5053], [2.2494, 2.2258, -1.5033], [3.4566, 2.0191, 0.0893], [2.4573, 0.4388, -0.6564], [-2.9185, 0.8353, 0.3109], [-1.9219, 0.1399, -0.6576], [3.0241, -2.2002, 0.1910]],
  "lowdin_charge": [-0.153, -0.735, -0.176, -0.508, -0.312, -0.240, -0.200, -0.744, 0.134, 0.091, 0.175, 0.089, 0.162, 0.146, 0.128, 0.139, 0.088, 0.190, 0.163, 0.121, 0.143, 0.130, 0.162, -0.053, -0.544, 0.938, 0.667],
  "homo_ev": -8.909,
  "e_above_lowest_ev": 9.854,
  "e_lumo_ev": 0.171,
  "gap_ev": 9.08
}


5.
{
  "formula": "C8H16",
  "method": "the ωB97M-V functional and the def2-TZVPD basis",
  "elements": ["C", "C", "C", "C", "C", "C", "C", "C", "H", "H", "H", "H", "H", "H", "H", "H", "H", "H", "H", "H", "H", "H", "H", "H"],
  "xyz": [[0.0820, 3.4765, 0.9398], [-0.5215, 2.2631, 0.4484], [-0.0180, 1.0048, 0.6732], [1.1168, 0.7327, 1.6373], [-0.1977, -0.1023, -0.3248], [0.1625, -1.6120, 0.1569], [0.1584, -2.5652, -1.0622], [-1.1733, -2.4360, -1.7491], [0.6736, 3.8606, 0.1018], [-0.6209, 4.1641, 1.3105], [0.7751, 3.3054, 1.7950], [-1.0522, 2.4211, -0.4557], [0.6767, 0.3165, 2.5125], [1.6594, 1.5965, 1.8784], [1.9100, 0.1668, 1.0202], [0.5116, 0.1932, -1.1295], [-1.2775, -0.0280, -0.6876], [-0.5605, -1.8874, 0.8609], [1.1141, -1.7283, 0.6429], [0.3897, -3.7127, -0.8348], [1.0137, -2.2486, -1.7976], [-1.1973, -1.5480, -2.4894], [-2.0289, -2.4121, -1.0400], [-1.5957, -3.2206, -2.4069]],
  "lowdin_charge": [-0.121, -0.151, -0.299, -0.057, -0.161, -0.204, -0.289, -0.182, 0.093, 0.054, 0.077, 0.093, 0.081, 0.032, 0.115, 0.128, 0.124, 0.084, 0.079, 0.136, 0.128, 0.097, 0.080, 0.063],
  "smiles": "C/C=C(\\C)CCCC",
  "homo_ev": -8.473,
  "e_above_lowest_ev": 1.697,
  "e_lumo_ev": 1.083,
  "gap_ev": 9.56
}


6.
{
  "formula": "C8H16",
  "method": "the ωB97M-V functional and the def2-TZVPD basis",
  "elements": ["C", "C", "C", "C", "C", "C", "C", "C", "H", "H", "H", "H", "H", "H", "H", "H", "H", "H", "H", "H", "H", "H", "H", "H"],
  "xyz": [[0.1199, 1.6806, 2.5942], [-0.0490, 0.8023, 1.3804], [0.5513, -0.3629, 1.1691], [1.5792, -0.9461, 2.1003], [0.3379, -1.1302, -0.1254], [0.3427, -0.3016, -1.4224], [-1.0145, 0.3031, -1.7769], [-1.5745, -0.1852, -3.1140], [-0.7920, 2.2358, 2.7953], [0.3414, 1.1099, 3.5001], [0.9181, 2.4151, 2.4609], [-0.7091, 1.2167, 0.6240], [2.4938, -1.1264, 1.5438], [1.2454, -1.8795, 2.5502], [1.8390, -0.2629, 2.9005], [-0.6006, -1.6788, -0.1306], [1.1232, -1.8835, -0.2100], [0.6000, -1.0156, -2.2050], [1.1118, 0.4726, -1.3904], [-0.9915, 1.3935, -1.8353], [-1.7560, 0.0869, -1.0121], [-1.5142, -1.2712, -3.2041], [-0.9903, 0.2096, -3.9531], [-2.6120, 0.1178, -3.2397]],
  "lowdin_charge": [-0.100, -0.119, -0.299, -0.054, -0.173, -0.208, -0.286, -0.120, 0.064, 0.065, 0.077, 0.091, 0.080, 0.085, 0.060, 0.115, 0.103, 0.099, 0.114, 0.102, 0.095, 0.069, 0.074, 0.066],
  "smiles": "C/C=C(\\C)CCCC",
  "homo_ev": -8.790,
  "e_above_lowest_ev": 0.157,
  "e_lumo_ev": 1.130,
  "gap_ev": 9.92
}


7.
{
  "formula": "C8H16BaBr8F2NO4S2",
  "method": "the ωB97M-V functional and the def2-TZVPD basis",
  "elements": ["Ba", "N", "S", "O", "O", "F", "S", "O", "O", "F", "Br", "C", "C", "Br", "H", "H", "H", "H", "Br", "C", "C", "Br", "H", "H", "H", "H", "Br", "C", "C", "Br", "H", "H", "H", "H", "Br", "C", "C", "Br", "H", "H", "H", "H"],
  "xyz": [[-12.7563, -6.9255, 11.4117], [-9.0672, -6.4999, 9.7416], [-9.7360, -7.9429, 10.0172], [-10.6194, -7.9580, 11.1543], [-8.8092, -8.9972, 9.9758], [-10.7038, -8.0741, 8.7798], [-9.5895, -5.1673, 10.4347], [-11.0455, -5.0733, 10.6860], [-8.9318, -3.9788, 10.0393], [-9.0151, -5.3108, 11.9070], [-10.7647, -0.6047, 8.8958], [-10.5980, -2.3225, 8.0466], [-11.8835, -3.0169, 8.3152], [-12.0412, -4.7081, 7.3106], [-9.7111, -2.8785, 8.3280], [-10.7723, -2.0774, 6.9762], [-12.7915, -2.4821, 8.0091], [-12.1474, -3.1668, 9.3363], [-12.4917, -4.6238, 13.4668], [-12.6417, -2.8388, 12.5811], [-11.5728, -1.9112, 13.0620], [-11.4857, -1.7588, 15.0176], [-13.6123, -2.5936, 12.8422], [-12.4781, -3.0548, 11.5298], [-11.6242, -0.9805, 12.5548], [-10.5754, -2.3167, 12.7923], [-15.2198, -5.0902, 9.6378], [-15.7846, -6.1667, 8.0978], [-14.7892, -7.2696, 7.8777], [-14.5678, -8.6799, 9.3276], [-15.3735, -5.5185, 7.2377], [-16.8573, -6.4043, 8.1634], [-13.7940, -6.8920, 7.8300], [-14.9466, -7.7610, 6.9447], [-9.9123, -7.7952, 17.2942], [-11.5361, -7.6524, 16.3679], [-11.5133, -8.3022, 15.0312], [-13.4103, -8.1968, 14.3429], [-11.8346, -6.5924, 16.2138], [-12.3128, -8.0072, 17.0244], [-11.1847, -9.3118, 15.0356], [-11.0366, -7.5614, 14.2874]],
  "lowdin_charge": [1.456, -0.259, 0.510, -0.608, -0.183, -0.165, 0.521, -0.587, -0.226, -0.164, 0.702, -0.690, -0.719, 0.688, 0.041, 0.070, 0.058, 0.000, 0.555, -0.543, -0.655, 0.641, 0.037, 0.037, 0.059, 0.071, 0.610, -0.583, -0.612, 0.547, 0.099, 0.090, -0.035, 0.073, 0.749, -0.818, -0.568, 0.558, 0.063, 0.049, 0.061, 0.069],
  "homo_ev": -12.752,
  "e_above_lowest_ev": 0.000,
  "total_charge": 1,
  "e_lumo_ev": -3.337,
  "gap_ev": 9.42
}


8.
{
  "formula": "C8H16BaO4",
  "method": "the ωB97M-V functional and the def2-TZVPD basis",
  "elements": ["C", "H", "H", "O", "C", "C", "O", "C", "Ba", "H", "H", "H", "H", "H", "C", "O", "C", "C", "O", "C", "H", "H", "H", "H", "H", "H", "H", "H", "H"],
  "xyz": [[-0.1194, -1.7375, 2.3435], [-0.8717, -2.3860, 1.8704], [0.2810, -2.2269, 3.2380], [-1.7606, 1.8583, -0.4267], [-2.5749, 1.9821, 0.6894], [-1.8582, 1.5218, 1.9535], [-1.2459, 0.2510, 1.6377], [-0.6537, -0.4354, 2.6668], [-0.6291, 0.4206, -0.5100], [-3.5054, 1.3879, 0.5835], [-2.8887, 3.0291, 0.8656], [-2.5449, 1.3840, 2.7995], [-1.0525, 2.2161, 2.2366], [-0.2659, 0.1878, 3.4756], [1.1978, -1.7830, 1.1528], [0.9414, -1.1412, -0.0851], [2.0822, -1.0362, -0.9448], [1.5959, -0.6534, -2.3191], [0.6901, 0.4348, -2.1561], [0.3285, 1.0949, -3.3657], [1.9979, -1.2246, 1.6551], [2.6104, -1.9979, -0.9914], [2.7509, -0.2665, -0.5322], [1.0788, -1.4885, -2.8148], [2.4494, -0.3438, -2.9379], [-0.5679, 1.6880, -3.1593], [1.1465, 1.7592, -3.6736], [0.1212, 0.3533, -4.1493], [1.2664, -2.8480, 0.8979]],
  "lowdin_spin": [0.079, 0.015, 0.001, 0.001, 0.000, 0.010, 0.164, 0.571, 0.011, 0.000, 0.000, 0.003, 0.001, 0.036, 0.089, 0.006, 0.004, 0.001, 0.001, 0.000, 0.001, 0.001, 0.000, 0.000, 0.000, 0.000, 0.000, 0.000, 0.004],
  "homo_ev": [-10.711, -11.140],
  "spin_multiplicity": 2,
  "e_above_lowest_ev": 3.012,
  "total_charge": 1,
  "e_lumo_ev": [-2.749, -3.162],
  "s2": 0.755,
  "gap_ev": [7.96, 7.98]
}


9.
{
  "formula": "C8H16Br8",
  "method": "the ωB97M-V functional and the def2-TZVPD basis",
  "elements": ["Br", "C", "C", "Br", "H", "H", "H", "H", "Br", "C", "C", "Br", "H", "H", "H", "H", "Br", "C", "C", "Br", "H", "H", "H", "H", "Br", "C", "C", "Br", "H", "H", "H", "H"],
  "xyz": [[1.3101, -0.5413, 4.0064], [0.8309, 1.4598, 3.9722], [-0.6032, 1.4384, 4.4325], [-1.2373, 3.3206, 4.1687], [1.0036, 1.8336, 2.9630], [1.4745, 2.0551, 4.6199], [-0.6677, 1.0917, 5.4638], [-1.3062, 0.8287, 3.8650], [-0.2138, 0.4559, 0.6341], [0.9490, -0.5397, -0.6901], [1.5114, -1.7832, -0.0365], [2.6239, -2.7222, -1.3329], [1.7493, 0.1867, -0.8310], [0.4327, -0.7069, -1.6354], [0.5829, -2.2899, 0.2268], [2.0969, -1.7176, 0.8805], [-2.4289, -4.6889, -5.3834], [-0.6578, -5.3312, -4.7407], [-0.2884, -4.6443, -3.3930], [-0.3083, -2.6142, -3.5524], [0.0945, -5.0400, -5.4737], [-0.6665, -6.4152, -4.8547], [0.7289, -4.8529, -3.0619], [-0.9990, -4.9640, -2.6308], [-1.6310, 6.2004, -1.0222], [-0.8225, 5.2462, 0.5694], [-0.6916, 3.7248, 0.3895], [0.4379, 3.3568, -1.1929], [-1.4920, 5.4413, 1.4071], [0.1511, 5.7121, 0.7210], [-1.6638, 3.2593, 0.2278], [-0.2997, 3.2402, 1.2837]],
  "lowdin_charge": [0.538, -0.632, -0.674, 0.607, 0.008, 0.064, 0.060, 0.041, 0.629, -0.621, -0.697, 0.622, 0.041, -0.003, 0.055, 0.040, 0.547, -0.640, -0.584, 0.552, 0.047, 0.054, 0.032, 0.055, 0.523, -0.633, -0.714, 0.563, 0.043, 0.051, 0.051, -0.024],
  "smiles": "BrCCBr.BrCCBr.BrCCBr.BrCCBr",
  "homo_ev": -9.728,
  "e_above_lowest_ev": 1.218,
  "e_lumo_ev": 0.115,
  "gap_ev": 9.84
}


- Number 7 is which compound?
  C8H16BaBr8F2NO4S2